{
  "formula": "C16H37N3O8P3",
  "method": "ωB97M-V with the def2-TZVPD basis set",
  "species": ["C", "C", "P", "C", "C", "C", "C", "C", "C", "N", "N", "C", "N", "C", "H", "H", "H", "H", "H", "H", "H", "H", "H", "H", "H", "H", "H", "H", "H", "H", "H", "H", "H", "C", "O", "P", "O", "O", "C", "O", "C", "H", "H", "H", "H", "H", "H", "H", "H", "H", "C", "O", "P", "O", "O", "C", "O", "C", "H", "H", "H", "H", "H", "H", "H", "H", "H"],
  "coordinates": [[1.182, -4.298, -1.593], [0.035, -3.304, -2.078], [0.154, -1.806, -0.967], [1.907, -1.148, -0.841], [2.778, -1.359, -2.162], [-1.006, -0.420, -1.555], [-0.332, 0.631, -2.308], [-1.233, 1.730, -2.714], [-2.609, 1.478, -2.248], [-3.138, 0.464, -1.594], [-2.314, -0.506, -1.241], [-2.996, -1.619, -0.501], [-4.037, -2.169, -1.355], [-3.531, -3.160, -2.323], [0.915, -5.368, -1.742], [1.334, -4.152, -0.485], [2.170, -4.071, -2.060], [-0.939, -3.815, -1.890], [0.185, -3.099, -3.165], [1.826, -0.050, -0.638], [2.370, -1.663, 0.039], [2.193, -1.832, -2.982], [3.682, -1.949, -1.875], [3.068, -0.339, -2.531], [0.745, 0.639, -2.562], [-0.887, 2.608, -3.290], [-3.333, 2.292, -2.497], [-3.530, -1.106, 0.345], [-2.298, -2.348, -0.036], [-4.811, -2.515, -0.794], [-2.592, -2.727, -2.767], [-4.236, -3.337, -3.166], [-3.241, -4.109, -1.805], [-0.490, -2.995, 6.335], [-0.544, -3.075, 4.908], [0.825, -3.207, 4.093], [1.890, -3.942, 4.783], [1.182, -1.717, 3.669], [1.588, -0.797, 4.679], [0.362, -3.812, 2.703], [0.107, -5.214, 2.645], [-1.087, -2.144, 6.662], [-0.912, -3.907, 6.755], [0.528, -2.873, 6.706], [2.009, -1.307, 5.547], [0.728, -0.198, 4.984], [2.348, -0.138, 4.261], [-0.881, -5.431, 3.053], [0.866, -5.775, 3.192], [0.135, -5.521, 1.600], [1.353, 6.760, -3.048], [1.663, 6.021, -1.863], [0.564, 5.923, -0.707], [-0.829, 5.916, -1.177], [0.942, 7.078, 0.307], [0.751, 8.433, -0.091], [1.014, 4.641, 0.111], [0.672, 3.376, -0.427], [2.165, 7.457, -3.250], [1.265, 6.065, -3.884], [0.423, 7.321, -2.956], [-0.011, 8.526, -0.867], [1.697, 8.837, -0.455], [0.433, 9.007, 0.778], [1.375, 3.106, -1.220], [-0.347, 3.380, -0.819], [0.734, 2.635, 0.370]],
  "nbo_charge": [-0.624, -0.705, 0.742, -0.699, -0.634, 0.014, -0.204, -0.116, 0.013, -0.131, -0.123, -0.071, -0.619, -0.422, 0.239, 0.217, 0.224, 0.249, 0.229, 0.240, 0.272, 0.208, 0.240, 0.216, 0.264, 0.272, 0.241, 0.240, 0.231, 0.389, 0.183, 0.232, 0.183, -0.255, -0.824, 2.566, -1.098, -0.813, -0.257, -0.808, -0.259, 0.188, 0.196, 0.198, 0.199, 0.184, 0.199, 0.188, 0.212, 0.187, -0.254, -0.822, 2.567, -1.113, -0.801, -0.257, -0.787, -0.256, 0.196, 0.184, 0.199, 0.191, 0.189, 0.208, 0.174, 0.190, 0.199],
  "e_homo_ev": -11.332,
  "charge": 1,
  "e_tot_ha": -2421.93808,
  "max_force_ev_per_a": 4.81,
  "gap_ev": 6.78
}